# C3H6FNO

A structure of composition C3H6FNO in a non-equilibrium geometry (wB97M-V/def2-TZVPD, the Open Molecules 2025 dataset).

Properties
Total charge: 0
Energy, eV: -9462.3993
ΔE to the lowest compared entry with this formula, charge and spin, kJ/mol: 134.7

Last column: Löwdin charge in e.
Positions of all 12 atoms, in Å:
C1 -0.327 0.460 1.129  -0.4100
C2 -0.677 -0.517 -1.630  -0.0349
C3 0.363 0.032 -0.603  -0.2986
N1 0.664 0.435 2.013  0.1802
O1 -1.497 0.686 1.294  0.0497
F1 1.306 -0.847 -0.392  -0.0033
H1 -1.573 0.025 -1.544  0.0456
H2 -0.856 -1.609 -1.278  0.1171
H3 -0.249 -0.428 -2.624  0.0677
H4 0.895 0.946 -0.915  0.1204
H5 1.549 0.399 1.616  0.0802
H6 0.403 0.419 2.935  0.0859

=====

# C5H17N2O

A cluster of 2 separate species, C5H17N2O in total in a non-equilibrium geometry (wB97M-V/def2-TZVPD, the Open Molecules 2025 dataset).

Properties
Total charge: +1
Energy, eV: -10481.9907
ΔE to the lowest compared entry with this formula, charge and spin, kJ/mol: 91.1

Last column: Löwdin charge in e.
Positions of all 25 atoms, in Å:
N1 -1.666 0.641 0.046  0.2136
C1 -1.076 0.312 1.413  -0.3127
C2 -2.134 -0.367 2.302  -0.0203
C3 0.225 -0.497 1.185  -0.1865
N2 1.091 0.401 0.452  -0.0886
C4 2.083 -0.321 -0.414  -0.2466
C5 3.053 0.763 -0.995  -0.0812
H1 -2.259 1.469 -0.018  0.1752
H2 -0.948 0.724 -0.681  0.1412
H3 -2.285 -0.124 -0.235  0.1547
H4 -0.851 1.295 1.826  0.1464
H5 -1.651 -1.122 2.926  0.0932
H6 -2.746 -0.965 1.614  0.0846
H7 -2.769 0.327 2.838  0.0890
H8 0.524 -0.714 2.225  0.1353
H9 0.030 -1.468 0.740  0.1361
H10 1.737 0.950 1.012  0.1193
H11 2.654 -1.124 0.042  0.1134
H12 1.507 -0.616 -1.296  0.0971
H13 3.448 0.443 -1.955  0.0734
H14 3.827 1.063 -0.292  0.0730
H15 2.408 1.630 -1.131  0.0669
H16 -0.369 -0.580 -3.596  0.0464
H17 -1.709 -1.293 -3.686  0.0422
O1 -1.186 -0.740 -3.103  -0.0652

=====

E_HOMO in eV, matching the order above: -9.1 -13.3